Run one
The molecule C18H21N3O2, computed with ωB97M-V/def2-TZVPD.

- HOMO (eV) = -7.9
- lowest unoccupied orbital energy (eV) = -0.660
- orbital gap (eV) = 7.241

Geometry as ORCA input:
```
! RIJCOSX wB97M-V def2-TZVPD def2/J DEFGRID3
* xyz 0 1
C 0.729 -1.805 3.953
C 2.008 -2.086 3.153
N 1.860 -2.396 1.747
C 1.377 -3.727 1.430
C 2.457 -4.785 1.660
C 1.353 -1.345 0.905
C -0.184 -1.210 0.806
N -0.530 -0.157 -0.137
C -0.685 -0.528 -1.465
O -0.552 -1.688 -1.802
C -1.021 0.547 -2.410
C -1.217 0.253 -3.745
C -1.536 1.271 -4.648
C -1.656 2.569 -4.225
C -1.462 2.910 -2.868
C -1.577 4.227 -2.393
C -1.377 4.530 -1.057
N -1.422 5.823 -0.602
C -1.059 3.490 -0.161
C -0.944 2.190 -0.596
C -1.140 1.874 -1.956
C -0.619 1.128 0.369
O -0.442 1.343 1.553
H 0.310 -0.837 3.692
H 0.961 -1.797 5.016
H -0.017 -2.576 3.774
H 2.532 -2.929 3.610
H 2.665 -1.213 3.226
H 0.475 -3.997 2.003
H 1.113 -3.733 0.370
H 3.375 -4.486 1.160
H 2.128 -5.739 1.254
H 2.666 -4.919 2.718
H 1.760 -0.396 1.263
H 1.727 -1.519 -0.113
H -0.619 -0.946 1.768
H -0.621 -2.139 0.437
H -1.120 -0.771 -4.073
H -1.690 1.024 -5.688
H -1.904 3.353 -4.926
H -1.824 5.016 -3.090
H -1.509 5.963 0.390
H -1.869 6.510 -1.185
H -0.901 3.705 0.886
*
```

Run two
The molecule C18H21N3O2, computed with ωB97M-V/def2-TZVPD.

- HOMO (eV) = -7.9
- lowest unoccupied orbital energy (eV) = 0.814
- orbital gap (eV) = 8.754

Geometry as ORCA input:
```
! RIJCOSX wB97M-V def2-TZVPD def2/J DEFGRID3
* xyz 0 1
C -4.586 -1.262 0.072
O -4.265 -0.004 -0.469
C -3.123 0.611 -0.054
C -2.234 0.103 0.887
C -1.107 0.828 1.233
C -0.843 2.065 0.663
C 0.372 2.850 1.081
C 1.641 2.011 1.101
O 2.214 1.750 2.143
N 2.136 1.606 -0.093
C 1.490 1.694 -1.380
C 0.959 0.303 -1.798
N 1.789 -0.731 -1.217
C 1.222 -1.683 -0.418
C 1.950 -2.435 0.521
C 1.299 -3.420 1.228
C -0.052 -3.654 0.997
C -0.682 -2.857 0.061
N -0.080 -1.901 -0.622
C 3.173 -0.343 -1.128
C 3.337 0.787 -0.099
C -1.738 2.567 -0.275
C -2.861 1.853 -0.633
H -3.819 -2.005 -0.163
H -5.525 -1.554 -0.397
H -4.724 -1.211 1.157
H -2.403 -0.851 1.358
H -0.423 0.424 1.965
H 0.512 3.719 0.435
H 0.235 3.208 2.105
H 2.233 2.050 -2.103
H 0.669 2.404 -1.356
H -0.060 0.147 -1.439
H 0.963 0.219 -2.891
H 2.993 -2.242 0.711
H 1.837 -4.003 1.962
H -0.589 -4.423 1.530
H -1.731 -2.992 -0.172
H 3.799 -1.197 -0.871
H 3.478 0.001 -2.122
H 4.211 1.404 -0.339
H 3.459 0.393 0.913
H -1.562 3.535 -0.725
H -3.560 2.239 -1.357
*
```

It is run one that is the most stable of them.

Run one
A cluster of 17 separate species, H34O17 in total, computed with ωB97M-V/def2-TZVPD.

- HOMO (eV) = -9.9
- lowest unoccupied orbital energy (eV) = -0.474
- orbital gap (eV) = 9.410

Geometry as ORCA input:
```
! RIJCOSX wB97M-V def2-TZVPD def2/J DEFGRID3
* xyz 0 1
O 2.048 1.528 -1.637
H 2.302 2.300 -2.144
H 1.203 1.730 -1.227
O -0.812 0.011 -1.880
H -0.467 0.202 -2.765
H -0.208 0.224 -1.153
O -4.499 0.709 3.123
H -3.975 1.446 2.720
H -4.598 0.128 2.355
O -1.763 3.945 1.300
H -0.932 3.637 1.664
H -2.089 4.644 1.879
O 0.092 3.410 -2.866
H -0.718 2.883 -2.905
H -0.268 4.317 -2.747
O -1.620 -3.458 -4.231
H -2.578 -3.456 -4.260
H -1.299 -3.180 -3.355
O 3.348 -1.620 1.040
H 3.334 -0.898 0.411
H 3.681 -2.366 0.535
O 1.899 -2.784 -0.952
H 1.887 -2.013 -1.582
H 1.641 -3.390 -1.688
O 0.640 -1.723 -4.586
H 0.863 -2.469 -5.157
H -0.303 -1.744 -4.921
O -1.568 -1.573 1.185
H -1.958 -2.279 0.671
H -0.626 -1.730 1.350
O -3.129 4.624 -1.870
H -2.412 4.054 -2.147
H -3.117 4.701 -0.915
O 2.495 -1.187 -3.015
H 1.698 -1.497 -3.515
H 2.434 -0.231 -2.981
O 1.147 -0.017 4.715
H 1.811 -0.116 4.030
H 0.628 -0.814 4.813
O -0.668 1.763 4.711
H 0.079 1.074 5.057
H -0.924 1.389 3.856
O -1.282 -4.631 3.753
H -1.863 -3.858 3.778
H -0.718 -4.362 3.002
O 2.206 1.972 1.160
H 2.737 2.504 0.535
H 2.273 1.224 0.536
O 0.959 -1.073 2.137
H 1.647 -1.665 2.441
H 1.347 -0.280 1.746
*
```

Run two
A cluster of 17 separate species, H34O17 in total, computed with ωB97M-V/def2-TZVPD.

- HOMO (eV) = -10.1
- lowest unoccupied orbital energy (eV) = -0.141
- orbital gap (eV) = 9.963

Geometry as ORCA input:
```
! RIJCOSX wB97M-V def2-TZVPD def2/J DEFGRID3
* xyz 0 1
O 1.024 14.519 -15.819
H 0.372 15.145 -16.153
H 1.876 15.016 -15.916
O 4.503 15.064 -10.379
H 5.135 15.505 -10.918
H 3.720 14.776 -10.834
O 1.965 14.526 -10.951
H 1.521 15.330 -10.659
H 2.119 14.164 -10.056
O 2.580 16.092 -13.481
H 1.637 16.337 -13.379
H 2.801 16.324 -14.396
O 3.851 13.615 -13.550
H 3.400 12.951 -14.051
H 3.499 14.523 -13.451
O 2.707 11.387 -11.657
H 2.214 10.575 -11.637
H 2.168 12.103 -11.898
O 3.397 15.345 -16.183
H 4.278 15.631 -15.958
H 3.330 15.355 -17.138
O 4.220 12.666 -17.165
H 5.004 12.264 -17.439
H 4.624 13.340 -16.614
O 7.074 12.995 -13.836
H 7.620 13.469 -13.212
H 6.422 12.533 -13.272
O 5.879 15.342 -13.121
H 5.333 14.553 -13.208
H 6.539 15.045 -12.502
O 5.451 12.125 -11.798
H 5.697 12.620 -11.015
H 4.578 12.443 -11.994
O 5.508 17.135 -14.965
H 5.577 16.493 -14.267
H 5.120 17.864 -14.432
O 2.169 11.835 -15.546
H 3.035 11.853 -15.930
H 1.835 12.731 -15.706
O 3.333 17.749 -11.497
H 3.052 17.110 -12.160
H 4.022 18.329 -11.880
O 0.736 13.576 -13.385
H 1.331 13.999 -12.809
H 0.822 13.933 -14.296
O 6.013 14.188 -15.931
H 6.628 14.752 -16.424
H 6.401 13.889 -15.104
O 5.013 10.620 -14.636
H 5.816 10.698 -15.145
H 4.563 9.931 -15.074
*
```

Run three
A cluster of 17 separate species, H34O17 in total, computed with ωB97M-V/def2-TZVPD.

- HOMO (eV) = -10.4
- lowest unoccupied orbital energy (eV) = -0.419
- orbital gap (eV) = 10.018

Geometry as ORCA input:
```
! RIJCOSX wB97M-V def2-TZVPD def2/J DEFGRID3
* xyz 0 1
O -21.674 -8.257 8.495
H -20.744 -8.265 8.317
H -22.109 -8.109 7.668
O -17.332 -10.921 4.881
H -18.005 -11.550 4.562
H -17.386 -10.932 5.833
O -16.663 -8.978 9.717
H -17.042 -8.146 9.567
H -15.838 -8.942 9.311
O -19.579 -11.487 8.918
H -20.130 -12.232 9.072
H -19.073 -11.777 8.116
O -20.362 -10.481 5.754
H -20.102 -10.284 4.839
H -20.215 -11.417 5.949
O -22.546 -10.457 7.350
H -22.260 -9.783 7.979
H -21.868 -10.587 6.699
O -19.858 -5.676 8.077
H -20.102 -4.806 7.767
H -19.992 -6.350 7.370
O -17.529 -6.545 9.379
H -17.187 -5.649 9.355
H -18.475 -6.469 9.306
O -17.021 -11.081 7.636
H -16.463 -11.792 7.979
H -17.125 -10.514 8.372
O -19.810 -9.390 11.596
H -20.429 -9.422 12.384
H -19.754 -8.551 11.148
O -17.971 -8.255 4.369
H -17.650 -9.039 4.781
H -18.327 -7.696 5.074
O -20.084 -7.166 5.816
H -20.470 -7.830 5.311
H -20.842 -6.526 5.693
O -17.448 -11.299 10.976
H -16.856 -10.535 10.823
H -18.343 -10.965 10.872
O -21.966 -10.990 10.610
H -21.107 -10.912 10.303
H -22.148 -10.128 10.968
O -16.043 -8.297 6.731
H -15.575 -8.336 5.884
H -16.101 -9.132 7.107
O -17.412 -6.019 6.425
H -17.878 -5.625 7.160
H -17.204 -6.881 6.684
O -18.983 -8.991 7.837
H -19.103 -9.503 8.633
H -19.397 -9.514 7.118
*
```

It is run two that is the most stable of them.

Run one
A cluster of 2 separate species, C5H10O2 in total, computed with ωB97M-V/def2-TZVPD.

- HOMO (alpha / beta) (eV) = -14.8 / -14.8
- lowest unoccupied orbital energy (alpha / beta) (eV) = -8.322 / -8.113
- orbital gap (alpha / beta) (eV) = 6.480 / 6.712

Geometry as ORCA input:
```
! RIJCOSX wB97M-V def2-TZVPD def2/J DEFGRID3
* xyz 1 2
C 0.806 -1.136 -0.897
O 0.742 -0.541 -2.181
C -0.593 -1.132 -0.140
C -1.233 0.271 -0.027
C -0.284 1.394 0.223
C 0.370 1.385 1.560
O 1.485 1.804 1.926
H 1.160 -2.152 -1.152
H 1.552 -0.522 -0.321
H 1.324 0.235 -2.222
H -1.216 -1.779 -0.824
H -0.444 -1.492 0.915
H -1.635 0.625 -1.056
H -2.164 0.075 0.579
H -0.235 2.231 -0.465
H -0.402 0.980 2.313
H 0.766 -0.247 1.769
*
```

Run two
A cluster of 2 separate species, C5H10O2 in total, computed with ωB97M-V/def2-TZVPD.

- HOMO (alpha / beta) (eV) = -14.6 / -15.0
- lowest unoccupied orbital energy (alpha / beta) (eV) = -4.900 / -7.756
- orbital gap (alpha / beta) (eV) = 9.691 / 7.255

Geometry as ORCA input:
```
! RIJCOSX wB97M-V def2-TZVPD def2/J DEFGRID3
* xyz 1 2
C 1.463 1.002 -2.096
C 0.487 0.412 -1.388
C 0.798 -0.507 -0.326
C -0.047 -1.074 0.598
O -1.340 -0.839 0.667
C 0.339 -1.830 1.849
H 1.265 1.819 -2.896
H 2.456 0.869 -1.898
H -0.567 0.522 -1.453
H 1.910 -0.677 -0.353
H -1.663 -0.503 -0.207
H -0.619 -1.980 2.306
H 1.018 -1.257 2.628
H 0.888 -2.847 1.646
H -2.223 2.870 -0.195
H -1.923 1.589 0.453
O -2.242 2.430 0.663
*
```

It is run two that is the most stable of them.